{
  "formula": "C17H21BF4N3O6PS",
  "method": "ωB97M-V/def2-TZVPD",
  "symbols": ["C", "C", "C", "N", "C", "C", "C", "C", "O", "C", "F", "F", "F", "C", "P", "N", "C", "F", "C", "B", "O", "O", "C", "C", "N", "C", "C", "C", "C", "S", "O", "O", "O", "H", "H", "H", "H", "H", "H", "H", "H", "H", "H", "H", "H", "H", "H", "H", "H", "H", "H", "H", "H", "H"],
  "coordinates": [[0.810, -3.733, 2.627], [0.190, -3.126, 1.570], [0.235, -1.649, 1.279], [-0.889, -0.971, 1.366], [-0.797, 0.347, 1.048], [-1.992, 1.130, 1.116], [-3.328, 0.515, 1.519], [-3.855, -0.658, 0.626], [-3.547, -1.948, 1.123], [-3.477, -0.576, -0.860], [-3.561, 0.652, -1.366], [-2.290, -1.145, -1.122], [-4.379, -1.332, -1.549], [-1.919, 2.469, 0.841], [-3.344, 3.645, 0.912], [-4.007, 3.889, -0.491], [-0.665, 3.070, 0.490], [-0.616, 4.384, 0.233], [0.444, 2.321, 0.422], [1.838, 3.006, 0.005], [2.806, 3.286, 0.946], [2.036, 3.275, -1.336], [1.494, 2.279, -2.211], [0.422, 0.926, 0.699], [1.610, 0.257, 0.601], [1.469, -1.020, 0.877], [2.731, -1.883, 0.768], [2.714, -2.833, -0.452], [2.295, -2.171, -1.774], [3.644, -1.417, -2.683], [4.817, -2.234, -2.689], [3.162, -1.212, -4.023], [3.885, 0.050, -2.073], [0.552, -3.502, 3.665], [1.608, -4.457, 2.417], [-0.432, -3.721, 0.884], [-3.198, 0.100, 2.532], [-4.137, 1.243, 1.598], [-4.955, -0.595, 0.657], [-4.285, -2.261, 1.653], [-2.793, 4.866, 1.382], [-4.263, 3.189, 1.885], [-3.558, 3.329, -1.208], [3.519, 2.642, 0.835], [1.945, 2.351, -3.210], [1.687, 1.262, -1.850], [0.410, 2.408, -2.364], [2.820, -2.481, 1.683], [3.603, -1.217, 0.755], [2.145, -3.743, -0.221], [3.752, -3.181, -0.595], [1.917, -2.960, -2.437], [1.485, -1.435, -1.689], [4.244, 0.571, -2.812]],
  "forces_ev_per_a": [[-0.110, 0.151, -0.471], [0.088, 0.306, 0.180], [-2.008, 0.039, 1.106], [0.921, 0.314, -0.241], [-0.635, -0.620, 0.268], [-0.531, 0.425, 0.012], [0.642, -0.949, 0.008], [-0.693, 0.330, 0.910], [0.343, 0.038, -0.314], [-0.998, -1.598, -0.004], [0.481, 0.029, 0.207], [0.135, 0.738, -0.039], [0.149, 0.240, 0.071], [-0.239, 1.480, 0.582], [0.179, 0.172, -1.805], [0.106, -0.339, 0.337], [-1.106, -1.285, 0.413], [-0.058, 0.054, -0.013], [1.847, 0.530, -0.250], [-0.177, -0.042, -0.445], [-0.354, -0.345, -0.219], [0.352, -0.881, 0.534], [-0.599, -0.028, -0.787], [-0.123, 1.767, -0.245], [-1.610, -0.956, 0.367], [1.638, -1.093, 0.165], [-0.282, 0.219, 0.211], [0.940, 0.352, 0.309], [-0.216, -0.261, 0.868], [-0.125, -0.595, -2.954], [0.281, 0.112, 1.687], [-0.728, 0.663, 0.222], [-0.020, -0.868, 0.552], [1.457, 1.240, -0.175], [-1.533, -1.360, 0.371], [1.552, -0.058, -0.928], [-0.132, -0.057, -0.333], [0.373, 0.068, -0.227], [0.311, 0.387, -0.383], [-0.013, 0.059, -0.122], [-0.128, -0.553, 0.630], [0.446, 0.274, 0.310], [-0.235, 0.086, -0.085], [0.209, 0.392, 0.038], [0.126, 0.264, 0.396], [-0.044, 0.289, 0.029], [0.270, 0.028, 0.221], [0.046, 0.104, -0.277], [-0.284, -0.045, -0.243], [-0.245, 0.418, -0.303], [-0.329, -0.028, 0.049], [0.447, 0.404, -0.268], [0.302, -0.031, 0.039], [-0.084, 0.022, 0.039]],
  "total_charge": 0,
  "homo_energy_ev": -8.8,
  "smiles": "C=Cc1nc2c(C[C@H](O)C(F)(F)F)c([PH2]=N)c(F)c(B(O)OC)c2nc1CCCS(=O)(=O)O",
  "molar_mass_g_mol": 513.2,
  "total_energy_ev": -66393.2244,
  "orbital_gap_ev": 7.635,
  "multiplicity": 1
}

=====

{
  "formula": "C4H6FN2",
  "method": "ωB97M-V/def2-TZVPD",
  "symbols": ["C", "C", "C", "C", "N", "N", "F", "H", "H", "H", "H", "H", "H"],
  "coordinates": [[0.481, -1.303, -1.474], [0.295, 1.490, 0.864], [-1.108, 1.254, 0.865], [-0.385, -0.017, 0.446], [-0.110, -0.168, -0.991], [1.116, -2.161, -0.771], [0.323, -1.454, -2.750], [0.757, 1.988, 0.086], [0.781, 1.400, 1.959], [-1.689, 1.125, 1.810], [-1.760, 1.609, -0.032], [-0.307, -0.810, 1.189], [1.605, -2.954, -1.203]],
  "forces_ev_per_a": [[0.923, -2.662, 1.094], [-0.398, -0.482, 4.473], [-2.848, 1.166, -1.756], [1.490, -2.128, -5.037], [-0.934, 1.602, 6.105], [-0.534, 1.130, 0.788], [-0.327, 0.507, -1.236], [1.054, 0.779, -1.389], [-0.606, -0.032, -3.001], [0.803, 0.009, -0.787], [1.352, -0.316, 1.753], [0.370, -0.149, -0.592], [-0.344, 0.576, -0.414]],
  "total_charge": 1,
  "homo_energy_ev": [-15.8, -16.0],
  "relative_energy_kj_mol": 443.7,
  "molar_mass_g_mol": 101.1,
  "total_energy_ev": -9930.9901,
  "orbital_gap_ev": [7.597, 7.643],
  "multiplicity": 1
}

=====

{
  "formula": "C19H18Cl2N2O5",
  "method": "ωB97M-V/def2-TZVPD",
  "symbols": ["O", "C", "O", "C", "H", "H", "C", "O", "N", "C", "H", "C", "N", "C", "O", "C", "C", "C", "C", "O", "H", "H", "H", "C", "H", "H", "C", "H", "H", "H", "H", "H", "C", "C", "C", "C", "C", "C", "C", "Cl", "H", "Cl", "H", "H", "H", "H"],
  "coordinates": [[-3.554, 2.149, -0.924], [-2.992, 1.767, 0.064], [-1.675, 1.886, 0.269], [-0.933, 2.515, -0.773], [-1.313, 3.529, -0.936], [-1.055, 1.953, -1.708], [0.543, 2.625, -0.392], [1.102, 3.704, -0.419], [1.175, 1.490, -0.036], [0.671, 0.138, -0.108], [0.781, -0.330, 0.877], [1.491, -0.656, -1.132], [2.899, -0.608, -0.797], [3.484, -1.738, -0.317], [2.849, -2.776, -0.196], [4.916, -1.744, 0.027], [5.566, -2.762, 0.681], [6.925, -2.392, 0.749], [7.012, -1.183, 0.128], [5.810, -0.781, -0.309], [7.842, -0.531, -0.061], [7.724, -2.947, 1.194], [5.108, -3.654, 1.055], [3.397, 0.746, -0.731], [3.277, 1.210, -1.717], [4.449, 0.765, -0.464], [2.584, 1.541, 0.299], [2.729, 1.108, 1.295], [2.892, 2.587, 0.304], [1.353, -0.228, -2.131], [1.180, -1.702, -1.133], [-0.380, 0.119, -0.380], [-3.659, 1.105, 1.259], [-4.761, 0.192, 0.808], [-6.079, 0.383, 1.198], [-7.089, -0.459, 0.769], [-6.781, -1.514, -0.075], [-5.477, -1.731, -0.491], [-4.486, -0.874, -0.046], [-2.867, -1.143, -0.573], [-5.238, -2.549, -1.152], [-8.026, -2.573, -0.620], [-8.108, -0.297, 1.081], [-6.321, 1.208, 1.850], [-2.897, 0.560, 1.819], [-4.064, 1.895, 1.894]],
  "forces_ev_per_a": [[0.011, 0.046, -0.027], [-0.214, 0.038, 0.141], [0.354, 0.026, 0.316], [-0.074, 0.403, -0.416], [0.165, -0.221, 0.017], [0.002, 0.050, 0.111], [-0.521, -0.039, 0.098], [-0.037, 0.357, -0.148], [0.285, -0.190, 0.234], [-0.047, -0.347, -0.345], [-0.076, -0.012, -0.054], [-0.345, -0.287, 0.168], [-0.095, -0.027, -0.184], [-0.265, 0.158, -0.285], [0.189, -0.142, 0.181], [0.370, -1.124, 0.649], [-0.567, 0.582, -0.362], [0.157, 0.492, -0.230], [0.447, -0.541, 0.374], [-0.183, 0.278, -0.256], [0.035, 0.150, -0.072], [0.218, -0.058, 0.071], [-0.167, -0.160, 0.026], [0.175, 0.433, 0.352], [0.047, 0.006, 0.067], [-0.168, 0.051, -0.074], [0.333, 0.224, -0.194], [0.028, 0.009, -0.035], [-0.014, -0.157, 0.050], [-0.026, 0.006, 0.035], [0.008, 0.167, -0.063], [0.050, 0.036, 0.046], [0.046, -0.024, -0.213], [0.052, -0.027, -0.046], [0.112, -0.099, -0.065], [-0.036, -0.105, -0.070], [0.277, 0.242, 0.130], [-0.067, 0.024, 0.026], [-0.472, 0.071, 0.173], [0.310, -0.229, -0.130], [0.021, -0.058, -0.046], [-0.188, -0.156, -0.082], [-0.102, -0.007, 0.014], [-0.013, 0.102, 0.069], [-0.061, 0.071, 0.033], [0.049, -0.011, 0.014]],
  "total_charge": 0,
  "homo_energy_ev": -9.0,
  "relative_energy_kj_mol": 3.3,
  "smiles": "O=C(Cc1ccc(Cl)cc1Cl)OCC(=O)N1CCN(C(=O)c2ccco2)CC1",
  "molar_mass_g_mol": 425.3,
  "total_energy_ev": -58258.3193,
  "orbital_gap_ev": 9.624,
  "multiplicity": 1
}